# 1
Molecular formula: C28H24F4N
Method: DFT, the ωB97M-V functional and the def2-TZVPD basis

The geometry in ORCA input format:
```
! wB97M-V def2-TZVPD RIJCOSX def2/J DEFGRID3
* xyz 1 1
F -3.83 5.11 1.68
C -3.81 3.74 1.57
C -5.02 3.05 1.58
C -4.95 1.65 1.55
F -6.12 0.94 1.64
C -3.75 0.96 1.48
C -2.52 1.68 1.41
C -1.27 0.99 1.25
C -0.05 1.68 1.25
C 1.16 1.04 1.43
C 2.41 1.73 1.53
C 3.62 0.98 1.57
C 4.83 1.65 1.61
F 5.99 0.91 1.61
C 4.93 3.05 1.61
C 3.73 3.76 1.62
F 3.79 5.14 1.65
C 2.48 3.15 1.59
C -2.58 3.10 1.50
H -5.97 3.57 1.67
H -3.73 -0.13 1.48
H -1.26 -0.08 1.45
H -0.03 2.75 1.06
H 1.19 -0.05 1.48
H 3.57 -0.11 1.59
H 5.89 3.55 1.61
H 1.58 3.75 1.63
H -1.66 3.69 1.53
C 0.92 -4.84 0.34
C -0.53 -4.88 0.84
C -1.21 -3.60 0.32
N -0.25 -2.97 -0.57
C -0.48 -1.77 -1.16
C -1.37 -0.77 -0.75
C -1.45 0.34 -1.77
C -0.29 0.01 -2.69
C 0.24 -1.25 -2.37
C 1.24 -1.81 -3.18
C 1.77 -1.05 -4.24
C 1.25 0.23 -4.53
C 0.19 0.75 -3.76
C 1.04 -3.64 -0.61
H 1.61 -4.72 1.18
H 1.18 -5.76 -0.18
H -1.05 -5.76 0.45
H -0.57 -4.91 1.93
H -2.14 -3.84 -0.21
H -1.49 -2.94 1.16
H -2.14 -0.97 -0.02
H -2.42 0.30 -2.30
H -1.37 1.36 -1.37
H 1.57 -2.83 -3.01
H 2.56 -1.47 -4.85
H 1.67 0.81 -5.35
H -0.26 1.71 -4.00
H 1.87 -2.98 -0.31
H 1.27 -4.01 -1.61
*
```

orbital gap = 4.41 eV
ΔE to the lowest compared entry with this formula, charge and spin = 6.74 kcal per mole
HOMO level = -10.3 eV
largest force on an atom = 1.83 eV/A

# 2
Molecular formula: C6H6S2
Method: DFT, the ωB97M-V functional and the def2-TZVPD basis

The geometry in ORCA input format:
```
! wB97M-V def2-TZVPD RIJCOSX def2/J DEFGRID3
* xyz 0 1
C 0.62 1.84 -0.18
C 0.01 0.66 0.07
C -1.51 0.72 0.14
S -2.33 -0.84 -0.10
C -0.87 -1.65 0.15
C 0.26 -0.80 -0.05
C 1.64 -1.46 -0.18
S 2.98 -0.54 0.09
H 1.83 2.17 -0.48
H 0.04 2.75 0.27
H -1.88 1.47 -0.64
H -1.69 0.99 1.16
H -0.85 -2.81 0.47
H 1.76 -2.51 -0.72
*
```

orbital gap = 7.03 eV
ΔE to the lowest compared entry with this formula, charge and spin = 61.99 kcal per mole
HOMO level = -7.8 eV
largest force on an atom = 4.42 eV/A
SMILES = C=C1CSC=C1C=S

# 3
Molecular formula: C16H31NP2PdSe
Method: DFT, the ωB97M-V functional and the def2-TZVPD basis

The geometry in ORCA input format:
```
! wB97M-V def2-TZVPD RIJCOSX def2/J DEFGRID3
* xyz 2 5
P -2.46 0.03 0.19
P -0.47 -2.29 1.19
C -0.64 0.32 0.13
C 0.17 -0.98 0.03
H -0.40 0.89 1.05
H -0.47 0.97 -0.75
H 0.12 -1.44 -0.98
H 1.24 -0.82 0.28
C 0.36 -1.93 2.77
H 0.16 -2.77 3.44
H -0.04 -1.00 3.19
H 1.45 -1.84 2.59
C 0.13 -3.89 0.58
H 1.22 -3.84 0.42
H -0.39 -4.13 -0.35
H -0.11 -4.64 1.34
C -3.18 1.52 0.92
H -4.28 1.48 0.89
H -2.83 2.38 0.33
H -2.86 1.60 1.96
C -2.95 -0.15 -1.55
H -2.52 -1.08 -1.95
H -2.58 0.72 -2.10
H -4.04 -0.20 -1.60
Pd -2.70 -1.88 1.30
C 3.60 0.45 -1.40
C 3.65 0.81 -0.12
C 3.81 2.20 0.42
C 3.32 3.36 -0.49
C 1.90 3.23 -0.96
C 1.45 2.59 -2.05
C 2.28 1.88 -3.08
C 3.65 1.34 -2.61
C -4.67 -1.19 1.19
H 3.60 -0.62 -1.67
H 3.68 0.04 0.66
H 4.87 2.40 0.66
H 3.27 2.26 1.38
H 3.37 4.27 0.12
H 4.02 3.49 -1.32
H 1.20 3.81 -0.35
H 0.39 2.65 -2.31
H 2.46 2.53 -3.95
H 1.68 1.04 -3.46
H 4.04 0.73 -3.44
H 4.35 2.17 -2.48
H -5.16 -2.08 0.76
H -4.86 -0.32 0.56
H -4.90 -1.02 2.25
Se -5.51 -5.21 3.37
C -4.18 -4.25 2.71
N -3.28 -3.60 2.27
*
```

<S²> = 6.026
orbital gap (alpha / beta) = 3.80 / 3.78 eV
HOMO level (alpha / beta) = -9.8 / -14.2 eV
largest force on an atom = 4.41 eV/A

# 4
Molecular formula: C3H9NO3
Method: DFT, the ωB97M-V functional and the def2-TZVPD basis

The geometry in ORCA input format:
```
! wB97M-V def2-TZVPD RIJCOSX def2/J DEFGRID3
* xyz 0 1
C -2.02 0.87 -0.93
O -0.95 0.00 -0.63
O -0.78 -0.21 1.03
H -1.13 -1.11 1.10
H -2.22 1.51 -0.07
H -2.93 0.32 -1.21
H -1.69 1.50 -1.76
C 1.85 -0.26 2.06
C 1.56 -0.33 0.64
O 0.11 -0.10 -2.51
N 1.74 -0.23 -0.50
H -0.17 -0.98 -2.80
H 0.89 -0.25 -1.68
H 2.87 0.08 2.21
H 1.16 0.44 2.53
H 1.71 -1.24 2.52
*
```

orbital gap = 9.33 eV
ΔE to the lowest compared entry with this formula, charge and spin = 148.93 kcal per mole
HOMO level = -9.1 eV
largest force on an atom = 3.92 eV/A

# 5
Molecular formula: C21H25N3O5S
Method: DFT, the ωB97M-V functional and the def2-TZVPD basis

The geometry in ORCA input format:
```
! wB97M-V def2-TZVPD RIJCOSX def2/J DEFGRID3
* xyz 0 1
C -3.17 3.32 1.97
O -2.31 3.95 1.05
C -1.39 3.20 0.39
C -0.62 3.87 -0.56
C 0.35 3.20 -1.28
C 0.58 1.85 -1.05
N 1.57 1.20 -1.82
C 2.77 0.67 -1.20
C 2.46 -0.13 0.06
O 2.12 -1.30 0.02
N 2.53 0.54 1.23
C 2.85 1.94 1.43
C 2.64 2.18 2.93
C 1.62 1.10 3.30
C 2.09 -0.08 2.47
S 0.99 0.43 -3.19
O 0.06 1.33 -3.79
O 2.14 0.00 -3.94
C 0.11 -1.00 -2.59
C 0.78 -2.20 -2.42
C 0.12 -3.27 -1.87
C -1.22 -3.15 -1.48
N -1.83 -4.27 -0.91
C -3.08 -4.39 -0.36
C -3.34 -5.79 0.15
O -3.88 -3.50 -0.29
C -1.89 -1.95 -1.67
C -1.22 -0.88 -2.23
C -0.19 1.18 -0.11
C -1.17 1.85 0.61
H -3.83 4.10 2.34
H -2.60 2.91 2.82
H -3.76 2.53 1.50
H -0.82 4.92 -0.73
H 0.93 3.71 -2.03
H 3.21 0.01 -1.94
H 3.46 1.49 -1.00
H 2.19 2.57 0.83
H 3.89 2.15 1.14
H 3.57 2.01 3.47
H 2.28 3.18 3.13
H 0.62 1.41 2.99
H 1.61 0.88 4.37
H 2.92 -0.60 2.95
H 1.31 -0.81 2.25
H 1.81 -2.27 -2.72
H 0.64 -4.21 -1.73
H -1.24 -5.09 -0.88
H -2.62 -6.06 0.92
H -4.34 -5.84 0.57
H -3.26 -6.51 -0.67
H -2.92 -1.86 -1.38
H -1.72 0.07 -2.40
H -0.05 0.12 0.05
H -1.76 1.29 1.32
*
```

orbital gap = 9.14 eV
ΔE to the lowest compared entry with this formula, charge and spin = 52.78 kcal per mole
HOMO level = -8.6 eV
largest force on an atom = 1.00 eV/A
SMILES = COc1ccc(N(CC(=O)N2CCCC2)S(=O)(=O)c2ccc(NC(C)=O)cc2)cc1

# 6
Molecular formula: C31H32N4O4RbS
Method: DFT, the ωB97M-V functional and the def2-TZVPD basis

The geometry in ORCA input format:
```
! wB97M-V def2-TZVPD RIJCOSX def2/J DEFGRID3
* xyz -1 1
Rb 1.39 0.73 -1.57
C -5.31 -2.78 0.57
C -3.97 -2.12 0.44
C -3.95 -0.72 0.41
C -2.75 -0.05 0.17
C -2.49 1.32 -0.15
N -2.77 2.34 0.61
C -3.35 2.35 1.99
C -2.38 1.67 2.93
C -1.12 2.54 3.23
N 0.14 1.88 2.88
C 1.03 1.47 3.76
C 2.21 0.75 3.46
C 3.08 0.39 4.52
C 4.16 -0.42 4.36
C 5.06 -0.75 5.50
C 4.36 -0.92 3.03
C 3.64 -0.55 1.92
C 3.94 -1.25 0.69
N 3.54 -0.95 -0.47
C 3.87 -1.91 -1.50
C 2.68 -2.78 -2.00
C 1.80 -3.43 -0.93
N 0.80 -2.52 -0.47
C -0.39 -2.93 -0.37
C -1.54 -2.13 0.03
C -2.76 -2.78 0.23
C -1.51 -0.69 0.09
O -0.50 0.05 0.06
C 2.53 0.44 2.07
O 2.01 1.02 1.13
H -6.09 -2.10 0.21
H -5.51 -3.00 1.63
H -5.30 -3.71 -0.01
H -4.87 -0.17 0.46
H -1.92 1.62 -1.06
H -2.50 3.23 0.24
H -4.35 1.87 2.02
H -3.48 3.42 2.21
H -2.10 0.67 2.54
H -2.93 1.49 3.86
H -1.06 2.74 4.30
H -1.20 3.50 2.69
H 0.42 1.73 1.90
H 0.75 1.65 4.79
H 2.90 0.70 5.53
H 4.74 -0.33 6.45
H 6.06 -0.46 5.24
H 5.10 -1.83 5.63
H 5.15 -1.66 2.87
H 4.60 -2.14 0.86
H 4.69 -2.56 -1.19
H 4.21 -1.38 -2.38
H 3.13 -3.53 -2.64
H 2.05 -2.18 -2.65
H 2.41 -3.73 -0.11
H 1.41 -4.36 -1.34
H -0.65 -3.96 -0.65
H -2.84 -3.87 0.14
O -1.12 1.93 -2.41
C -0.72 2.75 -3.28
O -0.37 3.91 -2.99
C -0.85 2.39 -4.77
C -1.87 3.00 -5.46
C -2.13 2.82 -6.79
C -1.38 1.89 -7.46
C -0.39 1.18 -6.80
C -0.05 1.45 -5.46
S 1.34 0.57 -4.74
H -2.47 3.70 -4.87
H -2.94 3.39 -7.31
H -1.57 1.70 -8.52
H 0.23 0.44 -7.30
*
```

orbital gap = 4.28 eV
ΔE to the lowest compared entry with this formula, charge and spin = 0.67 kcal per mole
HOMO level = -2.7 eV
largest force on an atom = 2.06 eV/A

# 7
Molecular formula: C33H27N2O13P2
Method: DFT, the ωB97M-V functional and the def2-TZVPD basis

The geometry in ORCA input format:
```
! wB97M-V def2-TZVPD RIJCOSX def2/J DEFGRID3
* xyz 1 1
O -5.07 -2.32 -1.50
P -5.13 -3.06 -2.87
O -6.30 -2.41 -3.93
O -5.46 -4.71 -2.48
P -3.20 -2.90 -3.95
N -2.67 -1.24 -3.60
C -1.27 -0.85 -3.59
C -1.36 0.65 -3.21
N -2.76 1.00 -3.04
C -3.59 -0.15 -3.30
H -6.78 -1.68 -3.48
H -4.72 -4.91 -1.82
H -3.41 -3.09 -5.36
H -0.31 -1.43 -3.80
H -0.52 1.40 -3.09
H -3.20 1.91 -2.77
H -4.73 -0.21 -3.24
C 3.75 -2.50 -4.48
C 4.75 -3.29 -4.08
C 4.82 -3.80 -2.70
O 5.74 -4.52 -2.34
C 3.74 -3.41 -1.77
C 2.74 -2.63 -2.16
C 2.66 -2.11 -3.55
O 1.75 -1.39 -3.91
H 3.68 -2.11 -5.49
H 5.55 -3.58 -4.75
H 3.81 -3.80 -0.76
H 1.94 -2.33 -1.50
C -2.91 -4.46 2.35
C -3.31 -4.52 1.07
C -3.32 -5.80 0.34
O -3.68 -5.85 -0.83
C -2.88 -7.01 1.06
C -2.48 -6.95 2.33
C -2.47 -5.67 3.07
O -2.11 -5.61 4.23
H -2.89 -3.53 2.90
H -3.63 -3.64 0.53
H -2.90 -7.94 0.50
H -2.16 -7.82 2.88
C -1.70 3.10 -0.14
C -0.65 3.57 0.53
C -0.59 4.98 0.98
O 0.37 5.40 1.59
C -1.75 5.84 0.67
C -2.80 5.37 0.00
C -2.86 3.97 -0.46
O -3.82 3.54 -1.07
H -1.76 2.08 -0.49
H 0.21 2.95 0.76
H -1.69 6.87 1.02
H -3.66 5.99 -0.24
C 5.87 5.16 2.12
C 6.21 6.34 2.62
C 5.19 7.36 2.95
O 5.50 8.44 3.41
C 3.77 7.01 2.71
C 3.43 5.82 2.20
C 4.46 4.81 1.87
O 4.14 3.72 1.41
H 6.61 4.40 1.87
H 7.24 6.62 2.80
H 3.04 7.76 2.96
H 2.40 5.54 2.02
C 2.24 0.83 3.83
C 2.20 0.56 2.53
C 1.05 -0.16 1.93
O 1.02 -0.41 0.73
C -0.05 -0.56 2.83
C -0.01 -0.29 4.14
C 1.14 0.43 4.74
O 1.17 0.68 5.92
H 3.07 1.36 4.29
H 2.99 0.85 1.85
H -0.88 -1.09 2.37
H -0.80 -0.58 4.81
*
```

orbital gap = 7.44 eV
HOMO level = -11.6 eV
largest force on an atom = 6.32 eV/A

# 8
Molecular formula: C28H60O16S6
Method: DFT, the ωB97M-V functional and the def2-TZVPD basis

The geometry in ORCA input format:
```
! wB97M-V def2-TZVPD RIJCOSX def2/J DEFGRID3
* xyz 0 1
O 2.34 4.75 -4.54
S 2.76 3.59 -3.76
O 4.12 3.10 -3.81
C 2.22 3.81 -2.01
C 1.41 2.60 -1.66
C 0.57 2.25 -2.90
C 1.56 2.19 -4.07
H 1.81 4.79 -1.75
H 3.20 3.87 -1.52
H 2.10 1.87 -1.23
H 0.71 2.87 -0.86
H -0.07 3.09 -3.14
H 0.13 1.26 -2.77
H 1.23 2.27 -5.11
H 2.19 1.31 -4.15
O 3.27 4.35 4.31
S 1.95 4.18 4.88
O 1.77 4.22 6.32
C 0.62 5.26 4.08
C -0.13 4.32 3.12
C -0.21 2.98 3.80
C 1.21 2.63 4.22
H 1.20 6.09 3.69
H -0.01 5.53 4.93
H -1.02 4.83 2.75
H 0.50 4.24 2.22
H -0.58 2.28 3.05
H -0.93 3.14 4.61
H 1.75 2.32 3.33
H 1.31 1.82 4.94
O 2.43 -1.06 -2.92
S 3.56 -1.62 -3.62
O 4.49 -0.82 -4.39
C 4.47 -2.77 -2.51
C 4.96 -3.75 -3.58
C 3.77 -4.11 -4.49
C 2.94 -2.84 -4.76
H 3.66 -3.29 -1.99
H 5.10 -2.28 -1.77
H 5.68 -3.29 -4.28
H 5.56 -4.64 -3.41
H 3.14 -4.86 -4.01
H 4.05 -4.65 -5.39
H 1.86 -2.91 -4.65
H 2.98 -2.38 -5.75
O -3.94 2.10 4.49
S -3.37 1.29 5.56
O -2.22 1.78 6.31
C -4.69 0.65 6.61
C -5.29 -0.52 5.81
C -4.14 -1.15 4.97
C -2.88 -0.27 4.88
H -5.51 1.30 6.92
H -4.18 0.28 7.50
H -5.84 -1.26 6.39
H -6.09 -0.21 5.12
H -4.49 -1.56 4.03
H -3.88 -2.04 5.55
H -2.61 -0.14 3.84
H -2.15 -0.71 5.54
O 2.15 -4.61 -0.77
S 1.16 -4.59 0.31
O -0.24 -4.60 -0.02
C 1.53 -5.99 1.43
C 1.43 -5.48 2.89
C 1.95 -4.02 2.82
C 1.56 -3.30 1.52
H 2.55 -6.35 1.31
H 0.86 -6.82 1.24
H 0.38 -5.57 3.16
H 2.13 -6.05 3.50
H 3.04 -3.92 2.81
H 1.65 -3.45 3.70
H 2.31 -2.75 0.95
H 0.71 -2.62 1.57
O -1.92 -0.69 -3.26
S -2.02 0.07 -4.49
O -2.27 1.50 -4.54
C -0.48 -0.19 -5.54
C -0.75 -1.44 -6.39
C -2.18 -1.94 -6.18
C -3.05 -0.81 -5.78
H 0.38 -0.29 -4.88
H -0.58 0.69 -6.17
H -0.56 -1.20 -7.44
H -0.01 -2.22 -6.17
H -2.25 -2.70 -5.40
H -2.63 -2.42 -7.05
H -3.96 -1.06 -5.24
H -3.19 -0.05 -6.55
O -4.58 2.51 1.86
C -3.20 2.69 1.68
C -2.95 3.35 0.32
O -1.54 3.48 0.16
H -4.78 2.04 2.68
H -2.80 3.30 2.48
H -2.73 1.70 1.62
H -3.41 4.33 0.19
H -3.34 2.60 -0.37
H -1.38 4.20 -0.46
O 0.01 -0.40 2.29
C -0.64 0.14 1.14
C -0.35 -0.67 -0.13
O 1.06 -0.58 -0.26
H 0.91 -0.59 2.01
H -1.72 0.13 1.35
H -0.39 1.20 1.16
H -0.89 -0.22 -0.97
H -0.73 -1.67 0.10
H 1.36 -0.76 -1.16
*
```

orbital gap = 9.83 eV
HOMO level = -9.7 eV
largest force on an atom = 2.85 eV/A
SMILES = O=S1(=O)CCCC1.O=S1(=O)CCCC1.O=S1(=O)CCCC1.O=S1(=O)CCCC1.O=S1(=O)CCCC1.O=S1(=O)CCCC1.OCCO.OCCO

no.,E (eV)
1,-41776.832
2,-27985.738
3,-105966.875
4,-10884.123
5,-47726.190
6,-58308.030
7,-82821.839
8,-127775.289